Below is C38H47Cl3IN5O5SSi2Zr as an isolated structure in a non-equilibrium geometry, with properties calculated with wB97M-V/def2-TZVPD.

Output
charge = 0
2S+1 = 1
Kohn-Sham gap = 6.43 eV
relative energy (zero: lowest compared OMol25 entry of this formula, charge and spin) = 77.7 kcal/mol

Structure (XYZ):
```
103
C38H47Cl3IN5O5SSi2Zr, DFT wB97M-V/def2-TZVPD
Zr 1.26 -0.75 -1.24
C 1.82 -0.90 1.01
C 3.22 -1.10 1.06
C 3.47 -2.46 1.02
C 2.25 -3.14 0.95
C 1.22 -2.21 0.92
H 1.29 -0.01 1.36
H 3.96 -0.32 1.16
H 4.45 -2.92 1.06
H 2.13 -4.22 0.96
H 0.17 -2.43 1.08
N 1.10 3.85 0.11
C 0.82 2.54 0.24
N 0.61 1.74 -0.75
C 0.68 2.23 -2.04
N 0.23 1.50 -3.02
N -0.04 0.23 -2.74
C -1.02 -0.45 -3.25
C -1.08 -1.86 -2.95
C -2.05 -2.69 -3.52
C -2.06 -4.04 -3.24
C -1.12 -4.53 -2.33
C -0.21 -3.64 -1.77
N -0.16 -2.35 -2.07
C 1.24 3.55 -2.26
C 1.63 4.02 -3.51
C 2.18 5.27 -3.64
C 2.32 6.10 -2.53
C 1.96 5.65 -1.27
C 1.43 4.37 -1.14
H 1.29 4.42 0.92
H 0.70 2.17 1.25
H -1.78 0.00 -3.88
H -2.78 -2.27 -4.20
H -2.77 -4.70 -3.71
H -1.08 -5.57 -2.07
H 0.51 -4.00 -1.04
H 1.50 3.37 -4.36
H 2.50 5.63 -4.60
H 2.74 7.08 -2.64
H 2.07 6.27 -0.40
Cl 2.71 -4.40 -2.92
Si 3.23 -2.50 -2.14
Cl 1.97 -1.26 -3.91
Cl 5.07 -2.27 -3.03
C -5.42 1.08 2.33
C -4.11 1.01 1.54
C -3.17 2.14 1.95
C -4.40 1.08 0.04
O -3.53 -0.25 1.86
Si -2.00 -0.79 1.66
S -1.37 -0.39 -0.30
O -2.04 -2.39 1.99
C -3.01 -3.38 1.70
C -4.16 -3.25 2.70
C -2.30 -4.73 1.87
C -3.53 -3.23 0.27
O -0.90 -0.12 2.64
C -0.71 -0.28 4.04
C 0.18 -1.51 4.27
C -2.05 -0.47 4.75
C -0.01 0.99 4.53
H -5.94 2.02 2.12
H -5.22 1.02 3.39
H -6.07 0.26 2.04
H -3.64 3.10 1.80
H -2.26 2.08 1.35
H -2.89 2.03 2.99
H -4.86 2.03 -0.21
H -5.07 0.27 -0.25
H -3.47 0.97 -0.51
H -3.80 -3.47 3.70
H -4.95 -3.96 2.45
H -4.55 -2.24 2.66
H -1.77 -4.74 2.82
H -1.59 -4.90 1.07
H -3.03 -5.54 1.87
H -4.08 -2.29 0.18
H -4.18 -4.05 0.01
H -2.70 -3.19 -0.43
H -0.30 -2.38 3.83
H 0.33 -1.68 5.34
H 1.14 -1.36 3.79
H -2.51 -1.40 4.42
H -2.72 0.35 4.49
H -1.92 -0.50 5.83
H 0.94 1.11 4.02
H 0.17 0.92 5.60
H -0.63 1.86 4.33
I 7.60 4.38 -5.02
C 6.24 3.36 -3.76
C 5.54 2.27 -4.24
C 4.64 1.63 -3.42
C 4.44 2.08 -2.11
C 5.16 3.16 -1.64
C 6.06 3.81 -2.46
C 3.43 1.41 -1.23
O 3.24 1.81 -0.09
O 2.77 0.45 -1.76
H 5.70 1.92 -5.25
H 4.07 0.78 -3.77
H 5.01 3.48 -0.62
H 6.62 4.66 -2.09
```


Below is C38H47ClN4O5Sn as an isolated structure in a non-equilibrium geometry, with properties calculated with wB97M-V/def2-TZVPD.

Output
charge = -2
2S+1 = 1
Kohn-Sham gap = 5.51 eV
relative energy (zero: lowest compared OMol25 entry of this formula, charge and spin) = 0.0 kcal/mol

Structure (XYZ):
```
96
C38H47ClN4O5Sn, DFT wB97M-V/def2-TZVPD
Sn 0.59 0.24 0.15
C -1.91 2.48 3.62
C -0.75 1.96 2.83
N -0.49 2.21 1.59
N -1.29 3.05 0.93
C -0.65 3.67 -0.10
O 0.57 3.68 -0.32
C -1.54 4.49 -0.98
C -1.06 5.04 -2.17
C -1.88 5.86 -2.98
C -3.19 6.14 -2.58
C -3.66 5.58 -1.40
C -2.86 4.76 -0.64
C 0.34 1.24 3.47
C 0.54 1.35 4.86
C 1.69 0.84 5.41
C 2.62 0.21 4.61
C 2.34 0.11 3.28
N 1.24 0.60 2.72
H -1.66 3.01 4.52
H -2.47 3.18 2.99
H -2.60 1.64 3.81
H -0.05 4.84 -2.47
H -1.49 6.21 -3.93
H -3.85 6.75 -3.19
H -4.66 5.81 -1.04
H -3.20 4.34 0.31
H -0.13 1.93 5.43
H 1.87 0.96 6.47
H 3.49 -0.21 5.06
H 2.99 -0.41 2.57
C 2.02 1.78 -3.40
C 2.37 0.45 -2.81
C 3.40 0.33 -1.86
C 4.35 1.45 -1.54
C 3.50 -0.86 -1.09
C 4.50 -0.95 0.00
C 2.67 -1.94 -1.36
C 2.66 -3.14 -0.46
C 1.81 -1.88 -2.46
C 0.96 -3.08 -2.77
C 1.65 -0.69 -3.17
C 0.68 -0.63 -4.30
H 2.33 1.88 -4.46
H 2.43 2.60 -2.84
H 0.94 1.92 -3.34
H 4.39 2.18 -2.36
H 5.36 1.07 -1.46
H 4.08 1.93 -0.59
H 4.48 -0.10 0.70
H 5.51 -0.95 -0.40
H 4.40 -1.84 0.60
H 2.81 -2.85 0.57
H 3.41 -3.86 -0.71
H 1.67 -3.62 -0.47
H 1.49 -4.02 -2.59
H 0.65 -3.04 -3.82
H 0.00 -3.13 -2.22
H 0.61 0.38 -4.72
H -0.33 -0.90 -4.00
H 0.95 -1.33 -5.13
O -2.45 0.59 -4.62
Cl -1.97 1.71 -3.80
O -3.09 2.43 -3.26
O -1.18 2.58 -4.62
O -1.16 1.23 -2.71
C -2.84 -1.52 -1.72
C -3.36 -1.38 -0.27
C -3.30 0.08 0.18
C -2.63 -2.40 0.62
C -3.35 -3.57 0.89
C -2.84 -4.61 1.64
C -1.56 -4.45 2.14
C -0.79 -3.32 1.90
C 0.54 -3.08 2.58
C 1.39 -4.37 2.69
C 0.37 -2.48 3.97
C -1.30 -2.26 1.05
N -0.55 -1.20 0.71
H -3.28 -0.79 -2.40
H -3.07 -2.51 -2.14
H -1.75 -1.38 -1.80
H -4.42 -1.66 -0.28
H -2.30 0.53 0.11
H -3.63 0.20 1.22
H -3.94 0.69 -0.43
H -4.37 -3.66 0.48
H -3.38 -5.55 1.79
H -1.16 -5.20 2.79
H 1.06 -2.35 1.96
H 0.91 -5.11 3.32
H 2.38 -4.16 3.08
H 1.46 -4.79 1.70
H -0.36 -3.06 4.53
H -0.07 -1.49 3.87
H 1.34 -2.41 4.50
```


Below is C38H47ClO5PRuSSi as an isolated structure in a non-equilibrium geometry, with properties calculated with wB97M-V/def2-TZVPD.

Output
expectation value of S² = 6.021
charge = +1
2S+1 = 5
Kohn-Sham gap (spin up / spin down) = 7.94 / 7.49 eV

Structure (XYZ):
```
95
C38H47ClO5PRuSSi, DFT wB97M-V/def2-TZVPD
Ru -2.13 -0.16 1.21
O -3.73 -0.43 -2.41
C -3.97 0.13 -1.36
O -3.77 -0.32 -0.17
C -4.54 1.55 -1.39
C -5.90 1.74 -1.53
C -6.44 3.02 -1.53
C -5.60 4.12 -1.41
C -4.24 3.95 -1.30
C -3.70 2.66 -1.28
P -1.91 2.50 -1.11
C -1.70 2.29 0.72
C -2.80 2.08 1.59
C -2.58 1.92 2.97
C -1.29 2.03 3.49
C -0.23 2.33 2.65
C -0.42 2.42 1.28
C -0.88 3.96 -1.35
C 0.20 3.92 -2.23
C 1.09 4.98 -2.28
C 0.90 6.08 -1.46
C -0.18 6.13 -0.59
C -1.06 5.07 -0.52
H -6.55 0.88 -1.65
H -7.51 3.16 -1.62
H -6.02 5.12 -1.42
H -3.58 4.81 -1.27
H -3.81 2.17 1.21
H -3.42 1.81 3.63
H -1.13 1.93 4.55
H 0.76 2.50 3.06
H 0.42 2.64 0.63
H 0.35 3.06 -2.87
H 1.94 4.94 -2.95
H 1.61 6.90 -1.49
H -0.32 6.99 0.05
H -1.87 5.09 0.20
C 3.03 -2.05 4.94
C 2.07 -1.45 3.93
C 2.58 -0.09 3.46
C 0.67 -1.33 4.54
O 2.02 -2.37 2.83
Si 1.70 -2.28 1.25
S -0.17 -1.18 1.01
O 2.63 -1.31 0.37
C 3.80 -1.51 -0.45
C 4.48 -0.15 -0.52
C 4.70 -2.55 0.20
C 3.33 -1.97 -1.83
O 1.57 -3.74 0.61
C 0.67 -4.87 0.76
C -0.61 -4.58 -0.02
C 0.37 -5.11 2.23
C 1.41 -6.06 0.16
H 3.10 -1.42 5.83
H 4.02 -2.15 4.50
H 2.69 -3.04 5.24
H 2.63 0.60 4.30
H 1.91 0.32 2.70
H 3.57 -0.20 3.02
H 0.69 -0.65 5.39
H 0.33 -2.30 4.88
H -0.04 -0.95 3.80
H 4.78 0.17 0.48
H 3.80 0.59 -0.93
H 5.37 -0.20 -1.15
H 4.93 -2.26 1.23
H 5.63 -2.66 -0.35
H 4.19 -3.52 0.23
H 2.76 -1.18 -2.31
H 2.70 -2.85 -1.72
H 4.19 -2.21 -2.45
H -1.12 -3.71 0.38
H -1.28 -5.44 0.04
H -0.38 -4.40 -1.07
H -0.20 -4.27 2.64
H 1.30 -5.20 2.80
H -0.21 -6.02 2.35
H 1.69 -5.84 -0.88
H 0.78 -6.94 0.18
H 2.32 -6.26 0.73
Cl -2.20 2.62 -4.36
C -1.37 1.10 -4.37
C -1.16 0.50 -5.61
C -0.51 -0.72 -5.67
C -0.08 -1.33 -4.51
C -0.29 -0.73 -3.29
C -0.93 0.51 -3.18
C -1.03 1.02 -1.75
H -1.50 0.99 -6.51
H -0.35 -1.18 -6.64
H 0.42 -2.29 -4.56
H 0.03 -1.22 -2.38
H -1.44 0.19 -1.16
H -0.01 1.18 -1.37
```


| no. | M (g/mol) |
| --- | --- |
| 1 | 1066.6 |
| 2 | 794.0 |
| 3 | 811.4 |